{"formula": "C26H47FNbO15S", "method": "ωB97M-V/def2-TZVPD", "orbital_gap_ev": 4.88, "charge": -1, "symbols": ["C", "C", "S", "C", "Nb", "C", "C", "C", "F", "H", "H", "H", "H", "H", "H", "H", "H", "H", "H", "H", "H", "H", "H", "H", "H", "H", "C", "C", "C", "O", "C", "O", "O", "H", "H", "H", "H", "H", "H", "C", "C", "C", "O", "C", "O", "O", "H", "H", "H", "H", "H", "H", "C", "C", "C", "O", "C", "O", "O", "H", "H", "H", "H", "H", "H", "C", "C", "C", "O", "C", "O", "O", "H", "H", "H", "H", "H", "H", "C", "C", "C", "O", "C", "O", "O", "H", "H", "H", "H", "H", "H"], "positions_angstrom": [[2.584, 0.804, 5.753], [2.728, -0.403, 4.624], [2.220, -2.063, 5.407], [0.729, -2.622, 4.372], [-1.051, -1.241, 4.804], [-2.625, 0.419, 5.192], [-1.895, 1.863, 5.472], [-1.334, 2.623, 4.126], [-2.391, 3.472, 3.473], [2.075, 0.298, 6.707], [3.593, 1.342, 6.001], [1.767, 1.567, 5.343], [2.027, -0.161, 3.700], [3.839, -0.430, 4.194], [1.059, -2.435, 3.240], [0.451, -3.749, 4.523], [-0.497, -0.233, 3.370], [-2.189, -2.188, 3.765], [-1.597, -2.215, 6.230], [0.040, -0.322, 5.964], [-3.195, 0.128, 6.200], [-3.426, 0.436, 4.328], [-2.669, 2.592, 6.010], [-1.006, 1.677, 6.246], [-0.890, 1.911, 3.308], [-0.441, 3.335, 4.458], [1.528, -2.936, -1.843], [0.362, -2.998, -0.876], [0.192, -1.758, -0.053], [-0.461, -2.250, 1.105], [-0.085, -3.558, 1.233], [-0.304, -4.248, 2.214], [0.576, -3.989, 0.116], [1.703, -3.918, -2.294], [1.340, -2.210, -2.640], [2.455, -2.659, -1.329], [-0.559, -3.256, -1.415], [-0.423, -1.004, -0.554], [1.140, -1.301, 0.252], [-7.142, 2.620, 6.997], [-7.241, 1.145, 7.330], [-7.305, 0.860, 8.800], [-6.778, -0.453, 8.877], [-5.933, -0.593, 7.812], [-5.162, -1.524, 7.658], [-6.063, 0.456, 6.944], [-6.933, 2.758, 5.931], [-8.070, 3.143, 7.245], [-6.318, 3.095, 7.540], [-8.085, 0.695, 6.792], [-8.329, 0.890, 9.187], [-6.675, 1.523, 9.403], [3.079, -2.787, -7.976], [2.592, -2.827, -6.541], [1.125, -2.561, -6.393], [1.042, -2.046, -5.075], [2.251, -1.465, -4.811], [2.482, -0.761, -3.844], [3.164, -1.775, -5.780], [4.173, -2.823, -8.009], [2.681, -3.629, -8.550], [2.782, -1.856, -8.470], [2.882, -3.776, -6.072], [0.523, -3.470, -6.493], [0.744, -1.802, -7.086], [-0.879, 3.616, -3.705], [-1.187, 2.595, -2.629], [-0.097, 2.441, -1.612], [-0.297, 1.116, -1.151], [-0.882, 0.434, -2.182], [-1.032, -0.775, -2.213], [-1.271, 1.289, -3.176], [-1.627, 3.568, -4.503], [-0.866, 4.630, -3.295], [0.091, 3.417, -4.175], [-2.151, 2.825, -2.158], [-0.190, 3.156, -0.788], [0.911, 2.512, -2.035], [5.946, 2.718, -7.640], [4.751, 1.787, -7.685], [5.068, 0.376, -7.290], [4.070, -0.362, -7.974], [3.733, 0.374, -9.075], [3.041, -0.032, -9.993], [4.282, 1.626, -9.014], [5.695, 3.683, -8.092], [6.276, 2.886, -6.611], [6.786, 2.313, -8.214], [3.930, 2.200, -7.087], [4.995, 0.219, -6.209], [6.050, 0.034, -7.635]]}


{"formula": "C4H12N2O", "method": "ωB97M-V/def2-TZVPD", "orbital_gap_ev": 8.33, "charge": 0, "symbols": ["C", "C", "C", "C", "N", "N", "O", "H", "H", "H", "H", "H", "H", "H", "H", "H", "H", "H", "H"], "positions_angstrom": [[0.601, -0.730, -0.514], [-1.384, 0.022, 0.615], [0.878, 0.512, -1.133], [-2.550, 0.099, -0.354], [1.467, -1.772, -0.571], [1.735, 0.927, 1.369], [-0.460, -1.018, 0.242], [1.452, -2.394, 0.223], [2.389, -1.576, -0.923], [2.702, 1.132, 1.621], [1.192, 1.116, 2.213], [-1.723, -0.266, 1.611], [-0.843, 0.964, 0.714], [0.018, 1.082, -1.461], [1.450, 1.091, 0.051], [1.613, 0.459, -1.927], [-3.062, -0.862, -0.411], [-2.212, 0.366, -1.355], [-3.263, 0.849, -0.010]]}


{"formula": "C6H8N2O2S", "method": "ωB97M-V/def2-TZVPD", "orbital_gap_ev": [8.19, 8.19], "charge": 0, "symbols": ["C", "C", "C", "C", "C", "C", "N", "N", "O", "O", "S", "H", "H", "H", "H", "H", "H", "H", "H"], "positions_angstrom": [[-0.870, 0.220, -0.495], [1.736, 0.395, 1.113], [-1.343, 0.992, 0.609], [-1.851, -1.399, 0.985], [2.102, 2.348, -0.431], [-0.670, -2.255, -0.940], [2.001, 1.424, 0.617], [-1.106, -1.166, -0.107], [-0.174, 0.412, -1.524], [1.553, -0.554, 1.754], [-2.324, 0.117, 1.597], [-1.276, 2.064, 0.704], [-2.192, -2.352, 1.291], [1.707, 1.790, -1.324], [1.541, 3.190, 0.067], [3.138, 2.556, -0.399], [-1.451, -3.175, -0.813], [-0.802, -2.103, -2.087], [0.282, -2.503, -0.618]]}


{"formula": "C49H53AsN2O4P2SSi2V", "method": "ωB97M-V/def2-TZVPD", "orbital_gap_ev": [7.18, 7.39], "multiplicity": 2, "charge": 0, "symbols": ["V", "C", "Si", "C", "C", "N", "P", "C", "P", "N", "Si", "C", "C", "C", "C", "C", "C", "C", "C", "C", "C", "C", "C", "C", "C", "C", "C", "C", "C", "C", "C", "C", "C", "C", "C", "C", "C", "C", "H", "H", "H", "H", "H", "H", "H", "H", "H", "H", "H", "H", "H", "H", "H", "H", "H", "H", "H", "H", "H", "H", "H", "H", "H", "H", "H", "H", "H", "H", "H", "H", "H", "H", "H", "H", "H", "H", "O", "S", "O", "O", "O", "C", "C", "C", "C", "C", "C", "As", "C", "C", "C", "C", "C", "C", "C", "C", "C", "C", "C", "C", "H", "H", "H", "H", "H", "H", "H", "H", "H", "H", "H", "H", "H", "H", "H"], "positions_angstrom": [[1.641, 1.237, 1.592], [0.091, -2.640, 4.294], [0.851, -1.948, 2.637], [2.310, -3.104, 2.216], [-0.343, -1.961, 1.182], [0.962, -0.172, 2.852], [0.626, 1.161, 3.752], [1.083, 2.457, 2.701], [0.308, 3.407, 1.383], [0.518, 2.263, 0.259], [0.127, 2.109, -1.393], [-0.752, 3.598, -2.145], [-0.975, 0.638, -1.522], [1.645, 2.117, -2.440], [-1.234, 3.905, 1.989], [-2.458, 3.329, 1.498], [-3.675, 3.756, 1.955], [-3.769, 4.830, 2.892], [-2.577, 5.374, 3.366], [-1.355, 4.939, 2.929], [1.139, 4.936, 1.053], [0.456, 5.938, 0.346], [1.173, 6.886, -0.450], [2.547, 6.803, -0.633], [3.257, 5.844, 0.138], [2.528, 4.947, 0.948], [-0.982, 1.318, 4.431], [-1.968, 0.420, 4.049], [-3.276, 0.499, 4.642], [-3.565, 1.450, 5.562], [-2.566, 2.348, 6.000], [-1.319, 2.286, 5.440], [1.713, 1.236, 5.157], [2.854, 2.051, 5.217], [3.679, 2.004, 6.383], [3.440, 0.987, 7.302], [2.467, 0.051, 7.103], [1.483, 0.294, 6.183], [0.126, -3.730, 4.430], [0.795, -2.315, 5.078], [-0.923, -2.230, 4.430], [2.715, -3.340, 3.216], [1.952, -3.961, 1.733], [3.061, -2.573, 1.674], [-1.295, -2.424, 1.459], [-0.647, -0.965, 0.881], [0.083, -2.439, 0.253], [0.058, 4.311, -2.525], [-1.441, 3.296, -2.971], [-1.378, 4.097, -1.420], [-1.234, 0.455, -2.499], [-0.636, -0.326, -1.064], [-1.918, 0.866, -1.056], [2.346, 1.314, -2.135], [1.225, 1.951, -3.467], [2.132, 3.108, -2.370], [-2.386, 2.525, 0.779], [-4.601, 3.290, 1.564], [-4.691, 5.219, 3.297], [-2.623, 6.161, 4.128], [-0.458, 5.332, 3.422], [-0.609, 5.849, 0.107], [0.601, 7.735, -0.928], [3.026, 7.499, -1.317], [4.298, 5.635, 0.002], [3.069, 4.191, 1.452], [-1.746, -0.314, 3.252], [-4.018, -0.162, 4.287], [-4.586, 1.634, 5.939], [-2.697, 3.117, 6.743], [-0.482, 2.950, 5.760], [3.007, 2.757, 4.419], [4.543, 2.694, 6.541], [4.070, 0.972, 8.197], [2.344, -0.803, 7.743], [0.679, -0.424, 6.067], [4.443, 1.038, -0.563], [3.780, 0.213, 0.462], [3.567, 1.230, 1.761], [4.548, -0.955, 0.898], [2.253, -0.173, 0.026], [-0.366, -1.965, -8.585], [0.731, -2.514, -7.980], [0.749, -2.725, -6.582], [-0.368, -2.331, -5.885], [-1.425, -1.617, -6.444], [-1.496, -1.505, -7.838], [-0.690, -3.191, -4.156], [0.603, -4.636, -4.179], [1.597, -4.669, -3.100], [2.514, -5.674, -3.104], [2.429, -6.696, -4.029], [1.385, -6.730, -4.943], [0.441, -5.706, -5.022], [-2.335, -4.218, -4.224], [-2.975, -4.635, -5.423], [-4.092, -5.433, -5.435], [-4.455, -6.015, -4.190], [-3.857, -5.535, -2.996], [-2.860, -4.614, -3.025], [-0.457, -2.109, -9.635], [1.594, -2.763, -8.614], [1.632, -3.203, -6.174], [-2.198, -1.141, -5.805], [-2.346, -1.132, -8.368], [1.416, -4.004, -2.260], [3.277, -5.779, -2.275], [3.282, -7.407, -4.008], [1.290, -7.567, -5.593], [-0.361, -5.699, -5.736], [-2.635, -4.294, -6.393], [-4.570, -5.644, -6.367], [-5.356, -6.541, -4.110], [-4.078, -6.021, -2.018], [-2.451, -4.190, -2.060]]}


{"formula": "C24H30ClCrN4O7S", "method": "ωB97M-V/def2-TZVPD", "orbital_gap_ev": [7.72, 7.92], "multiplicity": 2, "charge": 0, "symbols": ["Cr", "C", "C", "C", "O", "C", "O", "O", "H", "H", "H", "H", "H", "H", "H", "C", "C", "C", "C", "C", "C", "C", "S", "O", "O", "N", "C", "C", "C", "C", "C", "C", "C", "C", "N", "C", "H", "H", "H", "H", "H", "H", "H", "H", "H", "H", "H", "H", "H", "N", "C", "C", "N", "H", "H", "H", "H", "H", "H", "H", "H", "Cl", "C", "C", "O", "O", "H", "H"], "positions_angstrom": [[1.113, -0.121, 0.237], [0.212, -3.907, -1.490], [0.442, -3.024, -0.275], [-0.219, -3.652, 0.944], [-0.153, -1.715, -0.458], [1.946, -2.827, -0.007], [2.710, -3.758, 0.005], [2.301, -1.580, 0.236], [-0.843, -4.171, -1.560], [0.802, -4.813, -1.365], [0.518, -3.417, -2.413], [-1.294, -3.712, 0.772], [-0.047, -3.086, 1.856], [0.180, -4.656, 1.085], [-0.148, -1.511, -1.425], [-4.776, 2.202, -4.510], [-3.699, 2.332, -3.468], [-3.737, 3.359, -2.532], [-2.764, 3.468, -1.549], [-1.738, 2.535, -1.510], [-1.673, 1.504, -2.438], [-2.656, 1.409, -3.406], [-0.481, 2.696, -0.285], [-0.962, 3.626, 0.697], [0.775, 2.967, -0.932], [-0.352, 1.206, 0.381], [-1.315, 0.852, 1.363], [-2.602, 1.297, 1.486], [-3.407, 0.865, 2.567], [-2.933, 0.014, 3.523], [-1.607, -0.472, 3.418], [-0.998, -1.337, 4.357], [0.290, -1.742, 4.170], [0.987, -1.317, 3.020], [0.445, -0.516, 2.134], [-0.830, -0.064, 2.328], [-5.170, 3.178, -4.794], [-5.610, 1.607, -4.132], [-4.401, 1.709, -5.406], [-4.540, 4.086, -2.572], [-2.793, 4.262, -0.816], [-0.870, 0.786, -2.402], [-2.608, 0.604, -4.129], [-3.013, 1.998, 0.776], [-4.419, 1.240, 2.638], [-3.549, -0.295, 4.357], [-1.567, -1.668, 5.218], [0.784, -2.404, 4.868], [2.001, -1.634, 2.816], [3.986, -0.338, 2.944], [4.528, 0.593, 1.956], [3.514, 1.643, 1.529], [2.681, 1.214, 0.391], [3.841, 0.139, 3.827], [4.645, -1.086, 3.119], [4.826, 0.016, 1.078], [5.423, 1.114, 2.316], [4.054, 2.544, 1.230], [2.862, 1.915, 2.362], [3.283, 0.863, -0.356], [2.223, 2.028, -0.031], [4.257, 0.180, -2.712], [2.803, -0.489, -3.504], [1.555, -0.467, -2.653], [0.625, -1.195, -3.016], [1.528, 0.330, -1.666], [3.014, -1.514, -3.792], [2.618, 0.106, -4.397]]}